Record 1
2 unconnected molecules or ions with the total composition C4H12 in a non-equilibrium geometry. Source: the Open Molecules 2025 dataset; level of theory: ωB97M-V/def2-TZVPD.

The value obtained for the HOMO energy (spin up / spin down) is 1.521 / -6.940 eV. The calculation puts the gap between HOMO and LUMO (spin up / spin down) at 2.693 / 11.252 eV. For the electronic energy, the calculation gives -4338.729 eV. As for the expectation value of S²: 0.750. For the lowest unoccupied orbital energy (spin up / spin down), the calculation gives 4.21 / 4.31 eV. The multiplicity is 2. Its net charge is -1.

Element x y z (Å)
C: -0.103 1.801 -0.431
C: 0.825 1.806 -1.729
H: 0.405 2.390 0.347
H: -1.092 1.938 -0.772
H: 0.197 1.059 0.184
H: 0.702 0.828 -2.199
H: 1.914 2.239 -1.323
H: 0.693 2.678 -2.435
C: -0.686 -2.118 1.683
C: -0.094 -1.547 0.455
H: -0.158 -2.904 2.176
H: -0.954 -1.321 2.470
H: -1.623 -2.649 1.446
H: 0.947 -1.800 0.284
H: -0.096 -0.522 0.482
H: -0.587 -1.586 -0.525

Results of the Löwdin charge analysis, in e, for atoms 1 through 6: number 1, C, carries -0.3935; number 2, C, carries -0.3357; number 3, H, carries 0.0188; number 4, H, carries 0.0100; number 5, H, carries -0.0434; number 6, H, carries 0.0157

Record 2
2 unconnected molecules or ions with the total composition C4H12 in a non-equilibrium geometry. Source: the Open Molecules 2025 dataset; level of theory: ωB97M-V/def2-TZVPD.

The value obtained for the HOMO energy is -11.021 eV. The calculation puts the gap between HOMO and LUMO at 12.188 eV. For the electronic energy, the calculation gives -4341.296 eV. For the lowest unoccupied orbital energy, the calculation gives 1.17 eV. Its net charge is 0.

Element x y z (Å)
C: 0.474 1.556 2.295
C: 0.349 0.391 1.382
H: -0.392 1.500 2.982
H: 1.396 1.650 2.856
H: 0.157 2.547 1.789
H: -0.335 -0.336 1.739
H: 1.273 -0.183 1.124
H: 0.030 0.698 0.377
C: 0.305 -1.118 -1.633
C: -1.107 -0.824 -1.957
H: 1.010 -0.390 -1.256
H: 0.450 -2.043 -1.204
H: 0.768 -1.231 -2.657
H: -1.899 -1.467 -1.658
H: -1.271 0.118 -1.565
H: -1.313 -0.895 -3.046

Results of the Löwdin charge analysis, in e, for atoms 1 through 6: number 1, C, carries -0.1832; number 2, C, carries -0.2002; number 3, H, carries 0.0636; number 4, H, carries 0.0579; number 5, H, carries 0.0928; number 6, H, carries 0.0543

Record 3
2 unconnected molecules or ions with the total composition C4H12 in a non-equilibrium geometry. Source: the Open Molecules 2025 dataset; level of theory: ωB97M-V/def2-TZVPD.

The value obtained for the HOMO energy is -11.533 eV. The calculation puts the gap between HOMO and LUMO at 12.691 eV. For the electronic energy, the calculation gives -4341.752 eV. For the lowest unoccupied orbital energy, the calculation gives 1.16 eV. Its net charge is 0.

Element x y z (Å)
C: 0.844 1.860 -0.030
C: 0.769 1.721 -1.640
H: 0.070 1.230 0.452
H: 1.841 1.741 0.349
H: 0.440 2.770 0.215
H: 0.878 2.643 -2.239
H: -0.180 1.190 -1.913
H: 1.518 1.007 -1.957
C: -1.431 -1.506 1.128
C: -0.154 -2.039 0.553
H: -1.505 -0.428 0.979
H: -2.198 -2.026 0.536
H: -1.435 -1.604 2.232
H: -0.083 -3.099 0.945
H: 0.727 -1.504 0.793
H: -0.240 -2.139 -0.460

Results of the Löwdin charge analysis, in e, for atoms 1 through 6: number 1, C, carries -0.1252; number 2, C, carries -0.1371; number 3, H, carries 0.0462; number 4, H, carries 0.0528; number 5, H, carries 0.0126; number 6, H, carries 0.0569

Record 4
2 unconnected molecules or ions with the total composition C4H12. Source: the Open Molecules 2025 dataset; level of theory: ωB97M-V/def2-TZVPD.

The value obtained for the HOMO energy is -11.786 eV. The calculation puts the gap between HOMO and LUMO at 12.917 eV. For the electronic energy, the calculation gives -4342.469 eV. For the lowest unoccupied orbital energy, the calculation gives 1.13 eV. Its net charge is 0.

Element x y z (Å)
C: 0.817 -1.104 -1.661
C: 1.413 0.211 -2.192
H: -0.265 -1.029 -1.690
H: 1.133 -1.931 -2.287
H: 1.174 -1.321 -0.646
H: 1.275 0.261 -3.276
H: 0.978 1.079 -1.707
H: 2.493 0.230 -2.061
C: -0.586 0.993 2.024
C: -1.648 -0.084 1.852
H: 0.017 0.798 2.913
H: 0.109 0.998 1.174
H: -1.032 1.983 2.145
H: -2.379 0.186 1.094
H: -2.250 -0.212 2.759
H: -1.249 -1.057 1.559

Results of the Löwdin charge analysis, in e, for atoms 1 through 6: number 1, C, carries -0.1710; number 2, C, carries -0.1718; number 3, H, carries 0.0564; number 4, H, carries 0.0549; number 5, H, carries 0.0603; number 6, H, carries 0.0606

Record 5
2 unconnected molecules or ions with the total composition C4H12 in a non-equilibrium geometry. Source: the Open Molecules 2025 dataset; level of theory: ωB97M-V/def2-TZVPD.

The value obtained for the HOMO energy is -11.609 eV. The calculation puts the gap between HOMO and LUMO at 12.766 eV. For the electronic energy, the calculation gives -4342.271 eV. For the lowest unoccupied orbital energy, the calculation gives 1.16 eV. Its net charge is 0.

Element x y z (Å)
C: -0.095 2.196 -0.738
C: 0.370 1.186 -1.798
H: -0.678 3.034 -1.110
H: -0.695 1.714 -0.002
H: 0.801 2.534 -0.214
H: 1.322 0.714 -1.544
H: 0.427 1.466 -2.847
H: -0.320 0.331 -1.737
C: 0.460 -1.464 1.720
C: -0.711 -1.849 0.807
H: 1.038 -2.345 1.974
H: 1.059 -0.706 1.220
H: 0.091 -0.985 2.620
H: -1.112 -0.986 0.268
H: -1.530 -2.299 1.365
H: -0.425 -2.540 0.017

Results of the Löwdin charge analysis, in e, for atoms 1 through 6: number 1, C, carries -0.1580; number 2, C, carries -0.1677; number 3, H, carries 0.0609; number 4, H, carries 0.0373; number 5, H, carries 0.0617; number 6, H, carries 0.0578

Record 6
2 unconnected molecules or ions with the total composition C4H12 in a non-equilibrium geometry. Source: the Open Molecules 2025 dataset; level of theory: ωB97M-V/def2-TZVPD.

The value obtained for the HOMO energy is -10.912 eV. The calculation puts the gap between HOMO and LUMO at 12.048 eV. For the electronic energy, the calculation gives -4340.809 eV. For the lowest unoccupied orbital energy, the calculation gives 1.14 eV. Its net charge is 0.

Element x y z (Å)
C: -1.435 1.502 -0.933
C: -0.090 1.792 -0.211
H: -2.215 2.279 -0.557
H: -1.279 1.762 -1.914
H: -1.844 0.629 -0.706
H: 0.783 1.205 -0.624
H: 0.342 2.792 -0.151
H: -0.142 1.284 0.868
C: 0.435 -2.282 0.283
C: 0.994 -1.042 0.797
H: -0.579 -2.281 0.510
H: 0.396 -2.387 -0.779
H: 1.035 -3.272 0.670
H: 1.742 -0.570 0.027
H: 1.625 -1.069 1.714
H: 0.233 -0.343 1.004

Results of the Löwdin charge analysis, in e, for atoms 1 through 6: number 1, C, carries -0.1306; number 2, C, carries -0.1747; number 3, H, carries 0.1023; number 4, H, carries 0.0280; number 5, H, carries 0.0032; number 6, H, carries 0.0502

Record 7
2 unconnected molecules or ions with the total composition C4H12 in a non-equilibrium geometry. Source: the Open Molecules 2025 dataset; level of theory: ωB97M-V/def2-TZVPD.

The value obtained for the HOMO energy is -11.519 eV. The calculation puts the gap between HOMO and LUMO at 12.517 eV. For the electronic energy, the calculation gives -4341.894 eV. For the lowest unoccupied orbital energy, the calculation gives 1.00 eV. Its net charge is 0.

Element x y z (Å)
C: -2.821 -0.127 -0.355
C: -2.769 -0.966 0.933
H: -2.113 0.677 -0.459
H: -2.824 -0.861 -1.152
H: -3.724 0.504 -0.451
H: -1.746 -1.329 1.060
H: -3.165 -0.339 1.734
H: -3.292 -1.916 0.910
C: 2.669 1.278 0.045
C: 2.937 -0.118 -0.523
H: 3.640 1.717 0.238
H: 2.284 1.891 -0.775
H: 1.925 1.185 0.829
H: 3.236 -0.217 -1.575
H: 2.076 -0.768 -0.566
H: 3.686 -0.612 0.107

Results of the Löwdin charge analysis, in e, for atoms 1 through 6: number 1, C, carries -0.1749; number 2, C, carries -0.1678; number 3, H, carries 0.0497; number 4, H, carries 0.0560; number 5, H, carries 0.0633; number 6, H, carries 0.0580

Record 8
2 unconnected molecules or ions with the total composition C4H12 in a non-equilibrium geometry. Source: the Open Molecules 2025 dataset; level of theory: ωB97M-V/def2-TZVPD.

The value obtained for the HOMO energy is -11.479 eV. The calculation puts the gap between HOMO and LUMO at 12.652 eV. For the electronic energy, the calculation gives -4342.239 eV. For the lowest unoccupied orbital energy, the calculation gives 1.17 eV. Its net charge is 0.

Element x y z (Å)
C: -0.143 -2.136 -0.952
C: -1.317 -1.270 -0.516
H: -0.090 -2.998 -0.285
H: -0.197 -2.549 -1.955
H: 0.754 -1.526 -0.861
H: -2.296 -1.761 -0.580
H: -1.255 -0.997 0.532
H: -1.538 -0.324 -1.033
C: 0.377 1.316 1.236
C: 1.202 2.040 0.158
H: -0.158 0.472 0.812
H: 0.882 1.087 2.171
H: -0.456 1.958 1.562
H: 1.865 1.353 -0.373
H: 0.550 2.541 -0.559
H: 1.819 2.793 0.643

Results of the Löwdin charge analysis, in e, for atoms 1 through 6: number 1, C, carries -0.1510; number 2, C, carries -0.1945; number 3, H, carries 0.0655; number 4, H, carries 0.0597; number 5, H, carries 0.0560; number 6, H, carries 0.0623

Record 9
2 unconnected molecules or ions with the total composition C4H12 in a non-equilibrium geometry. Source: the Open Molecules 2025 dataset; level of theory: ωB97M-V/def2-TZVPD.

The value obtained for the HOMO energy is -11.687 eV. The calculation puts the gap between HOMO and LUMO at 12.801 eV. For the electronic energy, the calculation gives -4341.968 eV. For the lowest unoccupied orbital energy, the calculation gives 1.11 eV. Its net charge is 0.

Element x y z (Å)
C: -1.646 -0.704 -0.986
C: -2.698 -0.186 -0.007
H: -1.892 -0.485 -2.023
H: -0.642 -0.285 -0.913
H: -1.642 -1.791 -0.872
H: -2.773 -0.732 0.927
H: -3.700 -0.207 -0.416
H: -2.493 0.879 0.156
C: 2.309 1.123 0.160
C: 2.050 -0.305 0.748
H: 1.314 1.482 -0.077
H: 2.780 1.695 0.978
H: 3.102 1.280 -0.559
H: 1.215 -0.151 1.429
H: 2.829 -0.557 1.462
H: 1.889 -1.057 -0.007

Results of the Löwdin charge analysis, in e, for atoms 1 through 6: number 1, C, carries -0.1661; number 2, C, carries -0.1700; number 3, H, carries 0.0590; number 4, H, carries 0.0427; number 5, H, carries 0.0639; number 6, H, carries 0.0586

Record 10
2 unconnected molecules or ions with the total composition C4H12 in a non-equilibrium geometry. Source: the Open Molecules 2025 dataset; level of theory: ωB97M-V/def2-TZVPD.

The value obtained for the HOMO energy is -11.550 eV. The calculation puts the gap between HOMO and LUMO at 12.732 eV. For the electronic energy, the calculation gives -4342.394 eV. For the lowest unoccupied orbital energy, the calculation gives 1.18 eV. Its net charge is 0.

Element x y z (Å)
C: 0.760 1.034 -1.313
C: 2.122 0.445 -0.909
H: -0.001 0.270 -1.441
H: 0.456 1.705 -0.508
H: 0.839 1.623 -2.223
H: 2.455 -0.296 -1.633
H: 2.008 -0.084 0.037
H: 2.874 1.226 -0.820
C: -1.062 -1.392 1.022
C: -1.840 -0.091 1.158
H: 0.023 -1.261 1.105
H: -1.267 -2.128 1.808
H: -1.211 -1.900 0.071
H: -1.170 0.719 0.870
H: -2.153 0.139 2.174
H: -2.690 -0.056 0.482

Results of the Löwdin charge analysis, in e, for atoms 1 through 6: number 1, C, carries -0.1698; number 2, C, carries -0.1619; number 3, H, carries 0.0539; number 4, H, carries 0.0539; number 5, H, carries 0.0592; number 6, H, carries 0.0594